Record 1
Computed, not measured: a 2-piece molecular cluster, C4H7NO2 overall at a distorted geometry, with ωB97M-V/def2-TZVPD.

Values from the calculation:
HOMO energy (spin up / spin down)   -0.298 / -0.299 Ha
LUMO level (spin up / spin down)   -0.0650 / -0.0170 Eh
Multiplicity   1
Total energy   -361.66069 hartree
Energy above the lowest of the compared OMol25 structures with the same formula, charge and spin   138.2 kcal/mol

Last column: natural (NBO) charge in e.
Element x y z (Å)
C: 0.270 -0.836 0.146  0.29
C: -0.335 0.514 0.255  0.09
N: 0.321 1.420 1.053  -0.81
C: 0.998 -1.370 1.166  -0.35
C: -1.457 0.777 -0.450  -0.41
O: 0.076 -1.503 -0.954  -0.34
O: -0.012 -0.229 -2.327  -0.51
H: 0.285 -0.998 -2.837  0.44
H: 1.328 1.364 1.089  0.38
H: -0.056 2.354 1.105  0.39
H: 0.999 -0.905 2.139  0.21
H: 1.440 -2.345 1.055  0.21
H: -2.025 -0.028 -0.881  0.22
H: -1.833 1.784 -0.559  0.19

***

Record 2
Computed, not measured: an isolated molecule of C4H7NO2, with ωB97M-V/def2-TZVPD.

Values from the calculation:
SMILES   C[C@@H](C=O)C(N)=O
HOMO energy   -0.367 Ha
LUMO level   0.0251 Eh
Multiplicity   1
Total energy   -361.84671 hartree
Energy above the lowest of the compared OMol25 structures with the same formula, charge and spin   21.4 kcal/mol

Last column: natural (NBO) charge in e.
Element x y z (Å)
C: 1.454 -0.840 0.663  -0.60
C: 0.326 -0.326 -0.229  -0.42
C: -1.007 -0.809 0.350  0.44
O: -1.390 -0.406 1.422  -0.51
C: 0.068 1.185 -0.264  0.70
N: -1.004 1.477 -1.098  -0.85
O: 0.626 2.014 0.413  -0.56
H: 1.189 -0.688 1.712  0.23
H: 1.575 -1.917 0.495  0.21
H: 2.412 -0.352 0.466  0.23
H: 0.463 -0.675 -1.262  0.22
H: -1.627 -1.508 -0.251  0.12
H: -1.375 0.738 -1.675  0.38
H: -1.710 2.107 -0.741  0.41

***

Record 3
Computed, not measured: an isolated molecule of C4H7NO2 at a distorted geometry, with ωB97M-V/def2-TZVPD.

Values from the calculation:
HOMO energy   -0.280 Ha
LUMO level   0.0154 Eh
Multiplicity   1
Total energy   -361.73425 hartree
Energy above the lowest of the compared OMol25 structures with the same formula, charge and spin   92.0 kcal/mol

Last column: natural (NBO) charge in e.
Element x y z (Å)
C: -1.089 -0.569 -0.703  -0.52
C: -1.173 0.921 -0.538  0.75
N: 1.741 -0.663 0.399  -0.78
C: 0.714 0.014 0.951  0.25
C: -0.652 -0.250 0.724  -0.47
O: 0.287 1.535 -0.680  -0.81
O: -2.121 1.676 -0.643  -0.59
H: 0.821 1.058 -1.341  0.46
H: 2.683 -0.412 0.674  0.41
H: 1.541 -1.559 -0.030  0.40
H: -2.072 -1.028 -0.763  0.24
H: -0.351 -0.977 -1.392  0.21
H: 0.992 0.657 1.781  0.20
H: -1.322 -0.402 1.562  0.26

***

Record 4
Computed, not measured: C4H7NO2 as an isolated structure at a distorted geometry, with ωB97M-V/def2-TZVPD.

Values from the calculation:
HOMO energy   -0.369 Ha
LUMO level   0.0239 Eh
Multiplicity   1
Total energy   -361.72810 hartree
Energy above the lowest of the compared OMol25 structures with the same formula, charge and spin   95.9 kcal/mol

Last column: natural (NBO) charge in e.
Element x y z (Å)
C: 1.246 -1.238 0.160  -0.62
C: 0.377 -0.027 -0.053  0.08
C: 0.997 1.299 -0.285  -0.22
O: 0.139 0.346 -1.418  -0.56
C: -0.931 -0.048 0.743  0.66
O: -0.962 -0.502 1.870  -0.60
N: -1.999 0.504 0.105  -0.82
H: 2.181 -1.132 -0.399  0.22
H: 1.472 -1.341 1.225  0.24
H: 0.725 -2.143 -0.171  0.22
H: 0.326 2.131 0.001  0.19
H: 1.273 0.937 -1.470  0.40
H: -2.895 0.487 0.570  0.41
H: -1.950 0.726 -0.878  0.42

***

Record 5
Computed, not measured: an isolated molecule of C4H7NO2 at a distorted geometry, with ωB97M-V/def2-TZVPD.

Values from the calculation:
SMILES   O[C@@H]1CN=COC1
HOMO energy   -0.357 Ha
LUMO level   0.0266 Eh
Multiplicity   1
Total energy   -361.76301 hartree
Energy above the lowest of the compared OMol25 structures with the same formula, charge and spin   73.9 kcal/mol

Last column: natural (NBO) charge in e.
Element x y z (Å)
O: -1.337 -0.791 1.340  -0.68
C: -1.062 -0.170 0.102  0.05
C: -0.254 -0.980 -0.887  -0.30
N: 1.174 -1.055 -0.601  -0.47
C: 1.736 -0.132 0.060  0.38
O: 1.224 1.020 0.584  -0.51
C: -0.141 1.312 0.274  -0.13
H: -0.331 -0.340 1.538  0.48
H: -2.032 0.159 -0.277  0.18
H: -0.399 -0.587 -1.902  0.21
H: -0.658 -2.002 -0.884  0.22
H: 2.795 -0.192 0.306  0.18
H: -0.222 1.789 -0.708  0.18
H: -0.494 2.004 1.046  0.21

***

Record 6
Computed, not measured: an isolated molecule of C4H7NO2 at a distorted geometry, with ωB97M-V/def2-TZVPD.

Values from the calculation:
SMILES   [H]/N=C\OC(=C)OC
HOMO energy   -0.351 Ha
LUMO level   0.0356 Eh
Multiplicity   1
Total energy   -361.75642 hartree
Energy above the lowest of the compared OMol25 structures with the same formula, charge and spin   78.1 kcal/mol

Last column: natural (NBO) charge in e.
Element x y z (Å)
H: 2.482 -1.709 0.844  0.36
N: 2.439 -1.272 -0.079  -0.60
C: 1.269 -0.867 -0.334  0.36
O: 0.104 -1.412 0.468  -0.53
C: -0.881 -0.511 0.247  0.57
C: -2.049 -0.715 -0.356  -0.52
O: -0.518 0.715 0.842  -0.57
C: 0.204 1.779 0.243  -0.25
H: 0.962 -0.555 -1.336  0.19
H: -2.323 -1.717 -0.667  0.22
H: -2.832 0.033 -0.304  0.22
H: 1.186 1.776 0.725  0.19
H: 0.233 1.745 -0.848  0.18
H: -0.276 2.710 0.554  0.19